{
  "formula": "C32H59N12O15",
  "method": "ωB97M-V/def2-TZVPD",
  "symbols": ["H", "O", "H", "H", "O", "H", "H", "C", "C", "C", "H", "H", "H", "C", "H", "H", "H", "C", "H", "C", "H", "H", "H", "O", "H", "C", "H", "O", "H", "H", "H", "H", "H", "C", "N", "H", "C", "O", "N", "H", "H", "O", "H", "H", "N", "O", "H", "C", "N", "N", "H", "H", "H", "C", "H", "O", "C", "C", "C", "H", "C", "N", "H", "H", "C", "H", "C", "H", "O", "H", "N", "C", "C", "H", "C", "N", "N", "C", "O", "O", "N", "H", "C", "H", "H", "H", "N", "C", "H", "C", "C", "H", "O", "O", "H", "N", "H", "C", "H", "C", "H", "H", "H", "O", "H", "H", "H", "C", "C", "H", "H", "H", "C", "H", "C", "O", "C", "H"],
  "xyz": [[32.064244, 45.252526, 26.967883], [33.924936, 43.911306, 25.642900], [33.150503, 47.125207, 25.424898], [30.284698, 46.303078, 31.099984], [35.236980, 45.192579, 26.731743], [27.460807, 53.291112, 27.962460], [27.950454, 47.477706, 29.347650], [27.571284, 45.465543, 23.997616], [29.575176, 52.517723, 31.027660], [32.035927, 40.970076, 26.571657], [30.855736, 44.957328, 28.819841], [28.247634, 54.242681, 31.656166], [29.851518, 44.203783, 26.655654], [24.715561, 49.473005, 28.937841], [34.868266, 43.224139, 30.603672], [36.320159, 49.273417, 27.014219], [36.564848, 44.565726, 24.484948], [28.036994, 52.224559, 32.693683], [30.408106, 53.009582, 30.236538], [29.829716, 44.924620, 23.142825], [28.433167, 47.744666, 27.786400], [28.800398, 45.579151, 26.517712], [32.977079, 40.916201, 25.886040], [32.586272, 46.884667, 32.878919], [24.722481, 47.717218, 27.389138], [31.094778, 45.682302, 26.470177], [35.686391, 50.920919, 22.674512], [31.602604, 48.665412, 28.353137], [30.425749, 49.052389, 26.058070], [27.472485, 47.298189, 23.246078], [33.782718, 47.400643, 26.957346], [27.471693, 47.486099, 32.230775], [26.127237, 52.132815, 28.434225], [29.331625, 46.361401, 22.737922], [29.121482, 48.760148, 34.784152], [28.895120, 48.862385, 29.009763], [27.774666, 49.302256, 35.045488], [26.964048, 51.650269, 25.798644], [36.217014, 47.586082, 28.297136], [34.778299, 42.701834, 28.960427], [37.752687, 48.412606, 26.943432], [33.070994, 45.315746, 29.396560], [29.939534, 47.106984, 22.258298], [35.449360, 44.203284, 29.288529], [31.125599, 47.508834, 28.083954], [34.768800, 50.272386, 24.734496], [23.343306, 50.193758, 25.924054], [29.697808, 51.041893, 31.524774], [28.763751, 51.024428, 32.584778], [23.249602, 50.842260, 27.763013], [30.452402, 50.196218, 31.292065], [35.147719, 46.894641, 33.193315], [27.389702, 52.227758, 33.473446], [29.793117, 45.224270, 27.098153], [27.387571, 49.590507, 36.051235], [28.598059, 50.816223, 26.825059], [36.160514, 43.709493, 25.195058], [32.843909, 47.605426, 26.313873], [30.336271, 47.983481, 25.816273], [30.348485, 48.163893, 30.724523], [31.359102, 47.263179, 26.679578], [33.384903, 44.163530, 29.139297], [31.291632, 41.741621, 26.323899], [31.354726, 46.765024, 30.433272], [23.735691, 49.890015, 26.825683], [36.399764, 47.544970, 26.271368], [23.855140, 50.749805, 28.984764], [27.664694, 51.614588, 28.980567], [33.150058, 44.798168, 32.939866], [34.814332, 47.090495, 31.433628], [33.412024, 45.998499, 32.845014], [30.008087, 47.048677, 28.995885], [36.671680, 48.293023, 26.979544], [35.581352, 49.499138, 22.234627], [29.863587, 45.516024, 28.590559], [34.978507, 44.371668, 25.847017], [34.163774, 50.001834, 23.704736], [28.659574, 47.827433, 28.780022], [30.336377, 39.718561, 25.738665], [36.932488, 46.756837, 28.697545], [27.955665, 46.562069, 23.297240], [35.395834, 45.494221, 32.377039], [28.476532, 53.251710, 31.703276], [25.382657, 48.968622, 29.657902], [30.084718, 47.393019, 33.913255], [30.647161, 47.637916, 24.762100], [31.323285, 39.708531, 26.428161], [28.646292, 44.363894, 23.894360], [29.718714, 48.587308, 35.515548], [26.988587, 48.727731, 33.901301], [34.835806, 46.422082, 32.430918], [28.440941, 50.381728, 33.082837], [33.100026, 49.473783, 23.654546], [32.574033, 43.372471, 28.536338], [29.302505, 47.754478, 25.797711], [27.449748, 51.372732, 26.866363], [26.730733, 45.166676, 24.577294], [30.459671, 47.173573, 30.394228], [32.452440, 41.020217, 27.363902], [29.218282, 47.907823, 33.692434], [34.122317, 51.001830, 21.671321], [30.857018, 44.472006, 22.933052], [36.008276, 42.889308, 24.551272], [31.661046, 38.817081, 27.224421], [22.684958, 51.711810, 27.561240], [36.737316, 43.309836, 26.068249], [28.948943, 45.254599, 29.266057], [34.668683, 43.527967, 29.581712], [27.178785, 52.188843, 28.089052], [23.635684, 51.393753, 29.717122], [28.511420, 43.441247, 24.464182], [25.665675, 48.710626, 33.872133], [27.865112, 48.038212, 32.954936], [31.287565, 45.446225, 25.456414], [34.922571, 50.348680, 22.420625], [35.280228, 48.142395, 28.876048], [24.461166, 48.790293, 27.633001], [32.972732, 48.648109, 26.270219]],
  "atomic_forces_ev_per_a": [[-2.13, 0.14, -0.42], [-3.33, -0.70, -0.89], [-0.35, -0.32, -1.42], [-2.16, 1.18, -0.47], [-0.07, 0.00, -0.91], [0.02, -1.97, -0.13], [-3.62, -2.17, 3.35], [4.96, -4.44, -1.03], [1.60, -1.65, -0.54], [-2.64, -0.08, -11.58], [-1.99, 0.93, 0.70], [-0.71, 2.33, -0.18], [-0.67, -0.22, 1.69], [-2.92, 1.15, -2.02], [-1.15, 0.42, 0.39], [-1.53, 1.16, -0.56], [0.05, -1.78, 2.02], [3.81, 0.77, -4.27], [-2.72, -1.56, 2.25], [-4.22, 3.49, 0.37], [-1.04, 0.00, -2.52], [2.34, -0.17, 1.32], [-2.01, 0.35, 0.38], [-0.01, 0.05, 0.51], [-0.11, 1.87, -0.10], [2.91, 2.16, 2.17], [2.74, 3.71, 1.64], [-1.38, -4.69, 0.55], [0.03, -0.06, -0.75], [-4.48, 7.37, -0.77], [-2.32, -0.56, 0.18], [-0.96, -2.24, -3.21], [0.24, 0.07, -1.06], [-0.97, -4.73, 2.75], [-5.02, 0.47, -1.39], [-0.33, 0.29, 0.04], [-0.12, -3.65, -3.49], [-2.15, -0.11, 0.46], [-0.26, 5.08, -1.45], [-0.06, -1.60, -0.93], [0.14, -0.63, 0.54], [1.24, -0.93, -0.09], [-0.51, 0.35, -0.15], [0.34, 0.70, 0.02], [0.15, 8.69, 0.52], [-0.23, -0.18, -0.05], [-0.39, -0.89, -2.52], [-0.90, 4.23, 0.07], [2.96, 9.56, -7.12], [1.75, 0.28, -0.01], [-1.61, 1.87, 0.55], [2.44, 4.00, 5.37], [-2.11, 0.42, 1.97], [-1.77, 0.12, -2.74], [0.85, 0.02, -1.20], [-2.30, -0.22, 1.57], [1.78, 2.75, -0.25], [0.88, -0.06, 1.87], [1.68, 0.98, -1.60], [0.06, 0.83, 1.13], [0.92, -4.94, -1.07], [-3.31, -1.89, -0.18], [0.89, -0.08, 0.06], [5.68, -0.26, -0.34], [0.11, -1.84, 5.52], [-0.60, 0.22, -1.13], [3.12, -6.66, -3.27], [-0.11, 1.52, -1.80], [0.58, 1.27, 0.24], [-0.15, -1.78, 2.39], [0.04, -0.77, -1.94], [-0.96, -3.35, -1.10], [0.82, -1.71, 1.47], [-1.31, -0.85, -1.27], [-0.05, -0.77, 1.43], [2.80, -0.59, 1.58], [2.18, 0.96, -0.14], [6.24, 2.20, -1.81], [-0.05, -0.61, -0.64], [1.11, -2.95, 1.48], [8.25, -8.80, -0.02], [0.01, 0.05, -0.51], [2.54, -8.16, 1.98], [-0.85, 0.83, 0.04], [1.82, -1.77, -1.64], [-0.19, 1.16, 1.38], [-0.30, -0.80, 2.68], [-0.43, 4.73, -0.83], [1.72, 0.10, 1.98], [-0.72, 0.91, 1.91], [-2.92, -2.79, -6.24], [-2.76, -7.47, 5.03], [-1.18, -0.47, -0.40], [2.51, 2.06, 1.41], [-0.93, -0.78, 0.86], [4.95, 1.40, -2.03], [-1.03, 0.99, -0.08], [-2.38, -1.17, 0.65], [4.38, 0.68, 10.66], [-5.93, 3.72, 0.07], [2.61, -2.81, 1.80], [-1.87, 0.81, 0.21], [-1.38, -0.85, -0.59], [-0.29, 0.58, -1.56], [1.06, -1.74, -0.17], [0.17, 1.09, -1.02], [1.73, -0.41, -1.45], [0.69, 1.34, -0.49], [-0.60, -0.84, 3.03], [-0.54, 2.15, 2.73], [0.29, 0.24, -0.53], [4.64, 0.41, -0.18], [3.63, 1.72, 7.28], [-0.54, -0.08, -1.19], [-4.80, -0.37, -1.63], [0.29, -1.26, -0.21], [-1.14, 4.86, -0.15], [-0.20, 1.44, -0.83]],
  "lowdin_charge": [0.11, 0.11, 0.07, 0.15, 0.01, 0.13, 0.04, -0.12, -0.12, 0.04, 0.11, 0.04, 0.11, -0.09, 0.11, 0.07, 0.15, -0.07, 0.13, -0.06, 0.04, 0.14, 0.15, 0.04, 0.09, -0.13, 0.01, 0.20, 0.10, 0.04, 0.09, 0.01, 0.06, -0.05, -0.02, 0.10, -0.08, 0.07, -0.44, 0.07, 0.10, 0.06, 0.07, 0.08, 0.09, 0.04, 0.06, -0.07, 0.01, -0.04, 0.10, 0.01, 0.06, -0.19, 0.10, -0.03, 0.06, -0.01, 0.02, 0.06, -0.42, -0.33, 0.11, 0.01, -0.08, 0.07, -0.12, 0.11, 0.05, 0.15, -0.41, -0.39, 0.08, 0.10, -0.10, -0.44, -0.45, 0.06, 0.08, 0.09, 0.04, 0.09, -0.07, 0.06, 0.07, 0.12, -0.43, -0.09, 0.10, -0.12, 0.08, -0.06, 0.07, 0.02, 0.06, -0.39, 0.09, -0.03, -0.04, -0.04, 0.20, 0.09, 0.07, 0.06, 0.18, 0.12, 0.16, 0.07, 0.02, 0.05, 0.07, 0.18, -0.08, 0.08, 0.06, 0.03, -0.07, 0.05],
  "total_energy_ha": -3038.68731,
  "charge": 1,
  "homo_ev": -9.4,
  "lumo_ev": -5.18,
  "molar_mass_g_mol": 851.9,
  "de_lowest_kj_mol": 391.3
}